Computed, not measured: C25H30N7PtS as an isolated structure, with the ωB97M-V functional and the def2-TZVPD basis.

Computed properties:
- HOMO-LUMO gap (alpha / beta): 8.363 / 5.031 eV
- F_max: 1.093 eV/Å
- E_LUMO (alpha / beta): -8.1 / -11.9 eV
- HOMO level (alpha / beta): -16.439 / -16.959 eV
- M: 655.71 g/mol

The geometry in ORCA input format:
```
! wB97M-V def2-TZVPD RIJCOSX def2/J DEFGRID3
* xyz 3 5
Pt 0.840 -1.335 -0.650
C -6.072 -3.114 0.337
C -4.795 -2.462 -0.075
C -4.718 -1.676 -1.238
C -3.540 -1.097 -1.608
C -2.356 -1.234 -0.826
N -1.225 -0.662 -1.263
C -1.109 0.487 -2.015
C -1.874 1.626 -1.721
C -1.674 2.811 -2.395
C -0.703 2.921 -3.393
C -0.433 4.219 -4.091
C 0.040 1.776 -3.711
C -0.152 0.587 -3.044
N 0.578 -0.566 -3.478
C 0.793 -0.956 -4.747
C 1.644 -2.044 -4.733
C 1.921 -2.274 -3.397
N 1.284 -1.371 -2.632
C -2.435 -2.040 0.349
C -3.623 -2.642 0.679
N -1.337 -2.219 1.247
C -1.438 -2.456 2.572
C -0.195 -2.801 3.059
C 0.644 -2.756 1.959
N -0.047 -2.394 0.860
H -6.939 -2.560 -0.019
H -6.133 -3.250 1.415
H -6.134 -4.114 -0.109
H -5.601 -1.546 -1.851
H -3.472 -0.526 -2.526
H -2.616 1.559 -0.933
H -2.277 3.676 -2.145
H -1.250 4.926 -3.967
H -0.244 4.067 -5.154
H 0.471 4.680 -3.683
H 0.780 1.824 -4.502
H 0.323 -0.447 -5.575
H 2.009 -2.597 -5.583
H 2.545 -3.036 -2.956
H -3.670 -3.293 1.542
H -2.375 -2.349 3.095
H 0.059 -3.060 4.074
H 1.694 -2.994 1.887
C 4.896 -0.744 3.222
C 4.276 0.624 3.004
N 3.300 0.550 1.890
C 2.208 1.262 1.695
S 1.042 0.802 0.431
N 1.850 2.339 2.360
C 2.648 3.294 3.180
C 2.085 3.420 4.585
H 5.601 -0.694 4.048
H 5.447 -1.074 2.338
H 4.136 -1.489 3.467
H 5.051 1.350 2.761
H 3.754 0.953 3.900
H 3.489 -0.172 1.212
H 0.909 2.660 2.174
H 2.590 4.252 2.666
H 3.685 2.992 3.189
H 1.038 3.727 4.563
H 2.644 4.181 5.127
H 2.161 2.479 5.134
*
```

=====

Computed, not measured: a 4-piece molecular cluster, C44H45INO15 overall, with the ωB97M-V functional and the def2-TZVPD basis.

Computed properties:
- HOMO-LUMO gap: 5.782 eV
- F_max: 10.312 eV/Å
- E_LUMO: -4.7 eV
- HOMO level: -10.527 eV
- M: 954.74 g/mol

The geometry in ORCA input format:
```
! wB97M-V def2-TZVPD RIJCOSX def2/J DEFGRID3
* xyz 1 1
C 5.214 4.558 -3.132
C 4.379 3.491 -2.683
N 3.755 2.410 -1.781
C 2.410 2.818 -1.142
C 1.559 1.827 -0.140
C 0.142 2.432 0.500
C 0.451 3.133 1.986
O 1.589 2.849 2.668
I -0.975 4.555 2.945
C 2.164 0.335 0.177
C 1.328 -0.720 1.166
C -0.067 -1.093 0.322
C -0.077 -2.620 -0.275
C 0.460 -2.730 -1.846
C 1.761 -3.745 -1.856
C 3.618 -0.038 -0.532
O 4.187 -1.386 -0.202
C 5.016 -1.086 1.012
C 5.457 -2.424 1.851
O 6.939 -2.312 2.056
C 7.653 -3.293 1.215
C 7.544 -2.892 -0.376
C 4.409 1.042 -1.535
C 5.861 0.642 -2.184
C 5.806 -0.493 -3.366
C 4.691 -1.684 -3.532
C 4.783 -2.803 -4.772
C 5.995 -2.798 -5.908
C 7.127 -1.579 -5.744
C 7.030 -0.471 -4.503
C 8.249 0.667 -4.490
H 5.811 5.565 -3.365
H 1.958 3.902 -1.336
H -0.660 1.606 0.709
H -0.357 3.212 -0.230
H 1.970 -1.686 1.411
H 1.090 -0.216 2.202
H -0.131 -0.366 -0.622
H -1.033 -0.821 0.969
H -1.217 -2.972 -0.308
H 0.480 -3.390 0.407
H -0.384 -3.283 -2.479
H 0.679 -1.687 -2.337
H 1.401 -4.796 -1.424
H 2.543 -3.329 -1.072
H 2.215 -3.940 -2.917
H 4.397 -0.346 1.708
H 5.994 -0.543 0.660
H 4.998 -2.298 2.945
H 5.141 -3.442 1.369
H 7.173 -4.354 1.473
H 8.792 -3.332 1.570
H 6.482 -3.263 -0.744
H 7.537 -1.711 -0.544
H 8.443 -3.406 -0.923
H 6.563 0.214 -1.320
H 6.429 1.601 -2.590
H 3.810 -1.790 -2.764
H 3.971 -3.667 -4.912
H 6.105 -3.579 -6.775
H 8.020 -1.560 -6.534
H 9.120 0.285 -5.199
H 8.737 0.779 -3.407
H 7.899 1.704 -4.937
C -2.856 3.588 -3.386
C -3.636 3.199 -4.397
C -3.184 2.166 -5.370
O -3.930 1.815 -6.277
C -1.835 1.604 -5.201
C -1.054 1.996 -4.192
C -1.517 3.008 -3.204
O -0.783 3.335 -2.277
O 0.217 1.474 -4.030
O -4.895 3.741 -4.576
H -3.173 4.336 -2.670
H -1.512 0.868 -5.925
H 0.579 1.915 -3.230
H -5.260 3.296 -5.372
C -5.004 1.097 5.275
C -4.203 2.037 4.768
C -4.487 3.485 4.970
O -3.722 4.325 4.509
C -5.696 3.852 5.722
C -6.499 2.912 6.225
C -6.200 1.465 6.048
O -6.947 0.624 6.537
O -7.639 3.251 6.931
O -3.078 1.699 4.039
H -4.809 0.041 5.138
H -5.900 4.908 5.846
H -8.048 2.396 7.191
H -2.666 2.553 3.784
C -9.922 -0.769 4.960
C -9.962 -1.961 5.559
C -10.367 -3.187 4.816
O -10.377 -4.271 5.388
C -10.750 -3.041 3.403
C -10.713 -1.849 2.805
C -10.281 -0.628 3.541
O -10.240 0.451 2.959
O -11.074 -1.704 1.478
O -9.628 -2.101 6.893
H -9.627 0.129 5.487
H -11.060 -3.937 2.880
H -10.961 -0.749 1.280
H -9.735 -3.057 7.090
*
```

=====

Computed, not measured: one molecule with the formula C19H37N3O3, with the ωB97M-V functional and the def2-TZVPD basis.

Computed properties:
- Structure (SMILES): CCOC(=O)N1CCC(N2CCN(CCC(C)C)[C@H](CCO)C2)CC1
- HOMO-LUMO gap: 9.053 eV
- F_max: 0.615 eV/Å
- E_LUMO: 0.7 eV
- HOMO level: -8.337 eV
- M: 355.52 g/mol

The geometry in ORCA input format:
```
! wB97M-V def2-TZVPD RIJCOSX def2/J DEFGRID3
* xyz 0 1
C -6.494 -1.336 -2.212
C -6.888 -0.162 -1.327
H -7.404 0.610 -1.902
H -7.526 -0.506 -0.507
O -5.745 0.494 -0.782
C -5.205 -0.088 0.317
O -5.654 -1.080 0.843
N -4.136 0.597 0.782
C -3.516 1.711 0.109
H -4.164 2.040 -0.703
C -2.137 1.322 -0.433
H -1.701 2.200 -0.911
H -2.254 0.534 -1.178
C -1.248 0.820 0.707
N 0.076 0.361 0.279
C 1.030 0.405 1.372
H 1.303 1.451 1.617
C 2.302 -0.374 1.002
N 2.922 0.153 -0.210
C 1.942 0.274 -1.278
C 0.664 1.021 -0.871
H 0.897 2.082 -0.658
H -0.023 0.981 -1.714
H 1.663 -0.731 -1.601
H 2.408 0.785 -2.123
C 3.724 1.357 -0.029
H 3.997 1.454 1.024
C 4.999 1.279 -0.876
H 5.440 2.275 -0.950
H 4.723 0.962 -1.884
C 6.040 0.305 -0.311
C 6.800 0.926 0.859
H 7.503 0.210 1.278
H 7.360 1.799 0.527
H 6.123 1.236 1.651
C 7.019 -0.117 -1.404
H 7.775 -0.786 -1.001
H 7.521 0.754 -1.822
H 6.498 -0.635 -2.205
H 5.520 -0.589 0.046
H 3.165 2.261 -0.304
C 1.989 -1.871 0.868
H 1.220 -2.020 0.111
C 3.229 -2.698 0.519
H 4.021 -2.488 1.256
O 3.702 -2.468 -0.781
H 3.767 -1.502 -0.880
H 2.991 -3.764 0.571
H 1.594 -2.222 1.822
H 3.028 -0.258 1.817
H 0.588 -0.042 2.263
C -1.971 -0.357 1.381
C -3.355 0.059 1.873
H -3.896 -0.796 2.280
H -3.262 0.829 2.648
H -1.393 -0.734 2.224
H -2.066 -1.162 0.652
H -1.145 1.646 1.438
H -3.408 2.531 0.830
H -7.384 -1.769 -2.661
H -5.821 -1.007 -3.000
H -5.997 -2.095 -1.613
*
```

=====

Computed, not measured: C33H44BBrN7OSnTe as an isolated structure, with the ωB97M-V functional and the def2-TZVPD basis.

Computed properties:
- HOMO-LUMO gap: 7.935 eV
- F_max: 0.324 eV/Å
- E_LUMO: -2.0 eV
- HOMO level: -9.935 eV
- M: 891.79 g/mol

The geometry in ORCA input format:
```
! wB97M-V def2-TZVPD RIJCOSX def2/J DEFGRID3
* xyz 1 1
Sn 0.321 0.157 -0.724
C -2.170 0.253 -3.562
C -2.715 0.225 -2.167
C -4.062 0.231 -1.789
C -4.067 0.225 -0.404
C -5.239 0.241 0.524
N -2.787 0.210 0.011
N -1.952 0.189 -1.072
B -2.253 0.248 1.470
N -1.416 -1.031 1.726
N -0.425 -1.379 0.860
C 0.024 -2.582 1.225
C 1.108 -3.288 0.470
C -0.700 -3.024 2.336
C -1.604 -2.016 2.623
C -2.624 -1.952 3.712
N -1.375 1.509 1.625
N -0.351 1.745 0.756
C 0.212 2.906 1.094
C 1.389 3.461 0.354
C -0.468 3.436 2.193
C -1.462 2.522 2.503
C -2.481 2.576 3.596
H -2.741 0.959 -4.166
H -1.120 0.531 -3.590
H -2.268 -0.730 -4.027
H -4.920 0.257 -2.444
H -6.156 0.260 -0.060
H -5.254 -0.643 1.162
H -5.226 1.118 1.172
H -3.169 0.290 2.237
H 1.588 -2.626 -0.252
H 1.870 -3.675 1.147
H 0.694 -4.140 -0.071
H -0.575 -3.956 2.868
H -2.517 -2.818 4.361
H -2.505 -1.052 4.316
H -3.637 -1.950 3.308
H 1.759 2.759 -0.393
H 1.121 4.390 -0.154
H 2.204 3.685 1.045
H -0.259 4.363 2.706
H -2.337 3.480 4.182
H -3.495 2.582 3.195
H -2.392 1.716 4.261
C -2.772 4.340 -3.775
C -1.425 3.663 -3.748
C -0.562 3.661 -4.837
C 0.664 3.018 -4.763
C 0.983 2.375 -3.582
Br 2.672 1.525 -3.423
N 0.178 2.336 -2.535
C -0.994 2.984 -2.619
H -2.894 4.941 -4.676
H -2.904 4.991 -2.910
H -3.577 3.600 -3.752
H -0.844 4.175 -5.750
H 1.357 3.022 -5.591
H -1.617 2.941 -1.726
C 3.306 -1.616 2.405
Te 2.459 0.351 2.348
C 4.412 0.965 2.983
C 5.034 -0.258 3.612
C 6.132 -0.152 4.463
C 6.709 -1.288 5.010
C 6.190 -2.543 4.710
C 5.092 -2.654 3.869
C 4.507 -1.516 3.319
H 3.588 -1.916 1.396
H 2.564 -2.314 2.790
H 4.325 1.791 3.687
H 4.974 1.306 2.115
H 6.534 0.828 4.702
H 7.557 -1.195 5.678
H 6.634 -3.432 5.139
H 4.680 -3.632 3.643
C 0.093 -4.097 -3.142
C 0.619 -3.445 -4.430
C 0.617 -1.939 -4.103
O -0.032 -1.803 -2.822
C -0.789 -2.999 -2.588
H 0.914 -4.295 -2.450
H -0.445 -5.027 -3.321
H -0.054 -3.654 -5.261
H 1.611 -3.798 -4.704
H 0.067 -1.365 -4.854
H 1.617 -1.519 -4.009
H -1.739 -2.958 -3.137
H -1.007 -3.060 -1.522
*
```

=====

Number 1: E_tot -50896.36577 eV. Number 2: E_tot -86624.83793 eV. Number 3: E_tot -30917.11613 eV. Number 4: E_tot -131255.97240 eV.